Record 1
ORCA calculation (ωB97M-V with the def2-TZVPD basis set) on C5H10O2S2 in the gas phase.

Geometry (Å):
C1 0.76230 1.73196 0.28728
C2 -0.37895 1.44941 -0.76642
C3 1.24909 0.55055 0.96076
C4 -0.97684 -0.96319 0.65149
C5 -0.88632 -2.14291 -0.28499
O1 -2.79627 0.25542 -0.60615
O2 -1.74027 1.28082 1.37276
S1 1.56653 0.60288 2.64999
S2 -1.63955 0.49119 0.18866
H1 1.55175 2.14903 -0.28158
H2 0.30968 2.36552 1.01023
H3 -0.78338 2.37462 -1.22323
H4 0.01258 0.66345 -1.44074
H5 2.13623 -0.08681 0.52117
H6 -0.68883 -1.14124 1.62095
H7 0.05223 -2.24152 -0.83909
H8 -1.61933 -2.07308 -1.08745
H9 -1.19434 -3.03637 0.17683
H10 0.75466 1.41359 3.12758

Summary:
- energy relative to the best compared isomer or geometry (same formula, charge and spin) (kJ/mol) = 279.5
- electronic energy (Ha) = -1143.20482
- Kohn-Sham gap (spin up / spin down) (eV) = 8.575 / 6.998
- total charge = 0
- HOMO (spin up / spin down) (hartree) = -0.32946 / -0.29190
- maximum force (eV/Å) = 3.89

Record 2
ORCA calculation (ωB97M-V with the def2-TZVPD basis set) on 2 unconnected molecules or ions with the total composition C5H8S.

Geometry (Å):
C1 -2.99277 -0.61339 0.00389
C2 -1.88336 -0.46895 -0.45939
C3 0.48715 0.51088 0.99882
C4 0.91892 0.08901 -1.46041
C5 0.34839 -0.40500 -0.13256
S1 0.78715 -2.09709 0.21778
H1 -4.02931 -0.70522 -0.21080
H2 0.48852 -0.05333 1.91464
H3 -0.25747 1.25895 1.04022
H4 1.43960 0.98164 0.95724
H5 0.11592 0.83595 -1.77838
H6 1.81664 0.47666 -1.26183
H7 1.03092 -0.73634 -2.16280
H8 0.25639 -2.24436 1.42215

Summary:
- energy relative to the best compared isomer or geometry (same formula, charge and spin) (kJ/mol) = 481.7
- electronic energy (Ha) = -593.30475
- Kohn-Sham gap (spin up / spin down) (eV) = 9.000 / 9.000
- total charge = 0
- HOMO (spin up / spin down) (hartree) = -0.33670 / -0.33671
- maximum force (eV/Å) = 5.50

Record 3
ORCA calculation (ωB97M-V with the def2-TZVPD basis set) on 9 unconnected molecules or ions with the total composition C34H84N2O8.

Geometry (Å):
C1 1.12006 2.97763 5.26966
C2 2.12528 2.74379 4.09339
N1 3.32026 3.24142 4.30853
O1 1.87185 2.21876 3.00566
H1 0.97630 2.23204 6.05166
H2 0.09986 3.27533 5.02747
H3 1.54708 3.81673 5.81890
H4 4.01375 3.15055 3.57990
H5 3.46933 3.53260 5.26409
C3 -0.16121 -3.67683 -4.42467
C4 1.22814 -3.84983 -3.88509
N2 1.69490 -3.06822 -2.96799
O2 1.95632 -4.66942 -4.44438
H6 -0.76964 -3.54444 -3.53002
H7 -0.52506 -4.50813 -5.02855
H8 -0.31636 -2.89814 -5.17144
H9 2.46394 -3.42506 -2.41907
H10 1.21385 -2.22768 -2.68131
C5 7.96712 3.09936 -0.83308
C6 8.60994 1.95154 -0.01125
C7 8.85868 0.51057 -0.62803
C8 7.57652 -0.08007 -1.16009
C9 6.48772 -0.45579 -0.05550
C10 5.08310 -0.71367 -0.63229
H11 7.70473 3.94147 -0.19268
H12 7.01821 2.92994 -1.34197
H13 8.69030 3.31275 -1.62022
H14 9.59113 2.32846 0.27737
H15 8.05459 1.82319 0.91785
H16 9.27830 -0.21908 0.06451
H17 9.51071 0.53324 -1.50120
H18 7.09596 0.59392 -1.86924
H19 7.67416 -0.94045 -1.82214
H20 6.92069 -1.21601 0.59466
H21 6.32361 0.40346 0.59478
H22 4.36896 -1.07747 0.10645
H23 4.59107 0.13159 -1.11347
H24 5.21958 -1.58473 -1.27317
C11 -2.82541 -4.09347 5.90681
C12 -3.67536 -3.15278 5.00367
C13 -3.00625 -2.77943 3.63018
C14 -3.78033 -1.83576 2.76387
C15 -3.39907 -1.88245 1.29983
C16 -4.28641 -1.05470 0.48743
H25 -3.29893 -4.41571 6.83419
H26 -1.87460 -3.64127 6.18892
H27 -2.53120 -4.99758 5.37377
H28 -4.55389 -3.75743 4.77856
H29 -4.00687 -2.26860 5.54813
H30 -2.87678 -3.70903 3.07596
H31 -2.04743 -2.29881 3.82450
H32 -4.82214 -2.15015 2.82635
H33 -3.62702 -0.84191 3.18443
H34 -2.43684 -1.41760 1.08506
H35 -3.56896 -2.91667 1.00045
H36 -5.31228 -1.39342 0.63219
H37 -4.19706 0.00279 0.73604
H38 -3.95243 -1.20225 -0.53961
C17 -1.27290 0.48673 -3.73266
C18 -2.64455 1.20589 -3.93137
C19 -2.68726 2.12817 -5.24075
C20 -4.12023 2.46736 -5.59986
C21 -4.76331 3.60051 -4.75207
C22 -6.17979 3.78911 -5.24713
H39 -1.41858 -0.18199 -2.88431
H40 -0.59401 1.18031 -3.23652
H41 -0.80977 0.12014 -4.64874
H42 -3.47558 0.51102 -4.05240
H43 -2.77060 1.85519 -3.06498
H44 -2.24929 1.58116 -6.07565
H45 -1.90686 2.85645 -5.02007
H46 -4.04225 2.80785 -6.63237
H47 -4.70304 1.54825 -5.53913
H48 -4.70915 3.23955 -3.72500
H49 -4.15114 4.50190 -4.72312
H50 -6.76352 2.86876 -5.26474
H51 -6.72205 4.45627 -4.57710
H52 -6.25558 4.12296 -6.28198
C23 1.71487 -2.54895 2.85850
C24 0.37034 -3.06366 2.52135
C25 0.41079 -4.51214 1.84627
C26 -0.88049 -4.99845 1.27960
C27 -0.81098 -6.37936 0.50056
C28 -0.04814 -6.14876 -0.77011
H53 1.73426 -1.67201 3.50558
H54 2.32064 -2.42602 1.96070
H55 2.17140 -3.36513 3.41844
H56 -0.17519 -3.12877 3.46277
H57 -0.20044 -2.38053 1.89233
H58 0.64877 -5.18153 2.67293
H59 1.24104 -4.46541 1.14157
H60 -1.56866 -5.33015 2.05710
H61 -1.29137 -4.24267 0.61021
H62 -0.39633 -7.17473 1.11989
H63 -1.76802 -6.70228 0.09078
H64 -0.04425 -7.09706 -1.30753
H65 -0.46938 -5.31661 -1.33418
H66 0.99730 -5.88081 -0.61718
O3 -2.92975 6.37798 -2.50790
C29 -2.39861 5.67393 -1.52354
C30 -1.00176 5.03771 -1.77032
O4 -0.82184 4.24453 -2.86051
H67 -2.83010 5.82128 -3.28363
H68 -2.40354 6.18532 -0.56097
H69 -3.03606 4.81236 -1.32485
H70 -0.70688 4.48703 -0.87707
H71 -0.25920 5.83311 -1.70664
H72 -0.09945 3.63298 -2.70004
O5 1.30315 -0.22457 -1.49315
C31 1.11826 -0.39412 -0.15112
C32 -0.03800 0.51753 0.37588
O6 0.28988 1.87143 0.16486
H73 0.71617 0.52620 -1.60888
H74 1.05090 -1.44834 0.11753
H75 2.09497 -0.14820 0.26562
H76 -0.22024 0.31545 1.43138
H77 -0.95815 0.19220 -0.10949
H78 1.00901 2.08104 0.76527
O7 -2.33366 4.57117 2.27422
C33 -2.64262 3.17811 1.93306
C34 -2.24575 2.26241 3.09818
O8 -2.83246 2.71440 4.22662
H79 -1.38875 4.72000 2.19305
H80 -3.66859 3.00977 1.60573
H81 -2.06113 2.95442 1.03866
H82 -1.18305 2.40932 3.29103
H83 -2.40718 1.20680 2.87972
H84 -2.70673 3.66110 4.12891

Summary:
- electronic energy (Ha) = -2057.11975
- Kohn-Sham gap (eV) = 9.147
- total charge = 0
- HOMO (hartree) = -0.33363
- maximum force (eV/Å) = 5.22
- structure (SMILES) = CC(N)=O.CC(N)=O.CCCCCC.CCCCCC.CCCCCC.CCCCCC.OCCO.OCCO.OCCO

Record 4
ORCA calculation (ωB97M-V with the def2-TZVPD basis set) on 2 unconnected molecules or ions with the total composition C18H27FN2O11P.

Geometry (Å):
C1 -1.18118 -5.27704 -0.68449
C2 -2.10535 -4.22886 -1.34289
C3 -1.38244 -2.89072 -1.52496
O1 -0.90370 -2.49252 -0.27719
P1 0.03646 -1.02253 -0.06664
C4 0.21333 -1.52923 1.75596
C5 -0.86295 -2.45578 2.21684
O2 -1.85909 -2.09750 2.81176
C6 -1.58138 -0.08799 0.13788
C7 -1.60262 1.34156 0.68745
C8 -1.55609 1.47111 2.23294
C9 -0.33752 2.18882 2.77305
O3 -0.28002 1.98086 4.21158
C10 0.95453 2.11527 4.76731
C11 1.96927 1.04708 4.45550
O4 1.18898 3.02857 5.51494
N1 1.13041 0.49571 0.14851
C12 2.13379 0.41462 0.80462
O5 3.14113 0.38064 1.41149
O6 1.47675 -1.93005 -0.41711
C13 1.97649 -1.83220 -1.71783
C14 1.08704 -0.85773 -2.50725
O7 1.75786 0.39607 -2.85918
C15 2.81767 0.22388 -3.56952
N2 3.84950 0.11655 -4.07840
O8 -0.01816 -0.58492 -1.77701
H1 -1.13599 -6.19362 -1.27463
H2 -0.16179 -4.90328 -0.59090
H3 -1.53416 -5.52182 0.31470
H4 -2.94761 -4.06748 -0.66922
H5 -2.47428 -4.58617 -2.30444
H6 -2.10260 -2.18128 -1.94672
H7 -0.57328 -3.07682 -2.24591
H8 1.15401 -2.06779 1.87661
H9 0.17929 -0.66308 2.41402
H10 -0.71740 -3.53589 2.04771
H11 -1.99873 -0.03807 -0.86760
H12 -2.28410 -0.67374 0.72713
H13 -2.58345 1.74766 0.42022
H14 -0.89086 2.01127 0.20434
H15 -2.42614 2.04865 2.54834
H16 -1.66360 0.48908 2.69299
H17 -0.46247 3.26709 2.64527
H18 0.59108 1.89863 2.28200
H19 2.68255 1.45823 3.74332
H20 1.47832 0.20380 3.97765
H21 2.46998 0.74238 5.36755
H22 2.10304 -2.79623 -2.21082
H23 2.97364 -1.38090 -1.60662
H24 0.70122 -1.38347 -3.39065
C16 0.79906 4.33418 -3.20292
C17 0.27895 3.68366 -1.94316
O9 -1.06499 4.14463 -1.89572
C18 -1.45739 4.37639 -3.17722
O10 -2.57867 4.53445 -3.52654
O11 -0.38210 4.40649 -4.00612
F1 0.93399 4.12321 -0.84244
H25 1.16906 5.34174 -3.00573
H26 1.57172 3.75305 -3.69889
H27 0.29099 2.59136 -1.96290

Summary:
- electronic energy (Ha) = -2080.56355
- Kohn-Sham gap (eV) = 8.930
- total charge = -1
- HOMO (hartree) = -0.23432
- maximum force (eV/Å) = 2.67

Record 5
ORCA calculation (ωB97M-V with the def2-TZVPD basis set) on 2 unconnected molecules or ions with the total composition C12H17N.

Geometry (Å):
C1 -2.20829 3.38039 1.42021
C2 -2.71179 2.05775 0.92519
C3 -3.99919 1.63863 0.93421
N1 -4.06729 0.30606 0.56976
C4 -2.78192 -0.15326 0.38048
C5 -2.28816 -1.41421 0.03055
C6 -0.92510 -1.51433 -0.15688
C7 -0.05812 -0.40970 -0.23343
C8 -0.56594 0.81485 0.15416
C9 -1.90756 0.93675 0.51845
H1 -1.52770 3.87828 0.72758
H2 -1.67276 3.19728 2.35278
H3 -3.03712 4.07359 1.54048
H4 -4.88972 2.16080 1.22665
H5 -4.75314 -0.37590 0.84664
H6 -2.86720 -2.32190 0.12184
H7 -0.51395 -2.50183 -0.32444
H8 0.94631 -0.54628 -0.60673
H9 0.02769 1.72454 0.10192
C10 3.69707 -0.43595 -1.83369
C11 3.57798 -1.85286 -1.25936
C12 3.62219 -1.92821 0.24846
H10 4.36114 0.24122 -1.29307
H11 2.73259 0.07305 -1.92291
H12 4.04652 -0.46455 -2.86946
H13 2.72085 -2.29787 -1.70692
H14 4.38136 -2.34866 -1.81196
H15 4.61033 -1.97610 0.69648
H16 2.99217 -1.13309 0.64820
H17 3.05872 -2.80849 0.57479

Summary:
- energy relative to the best compared isomer or geometry (same formula, charge and spin) (kJ/mol) = 66.4
- electronic energy (Ha) = -522.19499
- Kohn-Sham gap (eV) = 8.866
- total charge = 0
- HOMO (hartree) = -0.29021
- maximum force (eV/Å) = 2.19
- structure (SMILES) = Cc1c[nH]c2ccccc12.CCC

Record 6
ORCA calculation (ωB97M-V with the def2-TZVPD basis set) on C4H8N2O in the gas phase.

Geometry (Å):
C1 2.07962 -0.88944 -0.67705
C2 1.30321 -0.14752 0.06546
C3 1.31448 1.29785 0.35977
O1 0.32213 -0.85331 0.82058
C4 -0.99426 -0.70082 0.59918
N1 -1.50974 0.00941 -0.28392
N2 -2.87732 0.18536 -0.25850
H1 2.88295 -0.51043 -1.22688
H2 1.73963 -1.95383 -0.80995
H3 2.12288 1.85801 -0.19439
H4 0.37143 1.68114 -0.05481
H5 1.39282 1.47000 1.39434
H6 -1.56804 -1.20401 1.42054
H7 -3.44920 -0.61041 0.10185
H8 -3.13058 0.36799 -1.25622

Summary:
- energy relative to the best compared isomer or geometry (same formula, charge and spin) (kJ/mol) = 316.4
- electronic energy (Ha) = -341.88312
- Kohn-Sham gap (eV) = 9.704
- total charge = 0
- HOMO (hartree) = -0.31568
- maximum force (eV/Å) = 2.61
- structure (SMILES) = C=C(C)O/C=N/N